Record 1
ORCA calculation (wB97M-V/def2-TZVPD) on an isolated molecule of C7H13NO2 in a non-equilibrium geometry.

The geometry in XYZ format:
```
23
Properties=species:S:1:pos:R:3
C 0.796 0.852 0.411
C 1.525 0.029 1.467
C 1.081 2.345 0.583
C -0.760 0.649 0.499
O 1.238 0.407 -0.862
O -1.411 1.295 -0.565
H 1.004 1.081 -1.513
H -1.129 1.082 1.435
H 0.861 2.661 1.599
H 1.323 -1.030 1.328
H 2.594 0.204 1.380
H 1.191 0.311 2.461
H 0.466 2.926 -0.103
H 2.133 2.539 0.379
C -1.663 -1.743 -0.494
C -0.896 -2.297 -1.667
C -1.077 -0.797 0.462
N -1.024 -1.957 0.920
H -2.737 -1.900 -0.500
H -1.389 0.650 -1.328
H -1.318 -1.913 -2.597
H 0.153 -2.009 -1.603
H -0.960 -3.385 -1.692
```

Summary:
Energy (eV): -13053.0955
Energy above the lowest of the compared OMol25 structures with the same formula, charge and spin (kJ/mol): 273.4
E_HOMO (eV): -9.496
Spin multiplicity: 1
Lowest unoccupied orbital energy (eV): 0.677
Orbital gap (eV): 10.17

Mulliken atomic charge list, values in e, 6 entries: number 1, C, carries 1.233; number 2, C, carries -1.681; number 3, C, carries -1.707; number 4, C, carries 0.151; number 5, O, carries -0.584; number 6, O, carries -0.606

---

Record 2
ORCA calculation (wB97M-V/def2-TZVPD) on a cluster of 2 separate species, C7H13NO2S in total.

The geometry in XYZ format:
```
24
Properties=species:S:1:pos:R:3
C -1.499 -1.619 0.422
C 0.061 0.213 0.730
C 1.861 -1.036 -0.935
C 0.580 1.392 0.389
C -2.843 -1.953 -0.183
C 1.800 1.919 1.075
C 0.012 2.269 -0.691
N -1.118 -0.330 0.220
O -0.806 -2.425 1.011
O 0.900 -1.919 -1.085
S 3.100 -1.138 0.103
H 0.502 -0.399 1.504
H 1.802 -0.246 -1.681
H -3.176 -2.916 0.193
H -3.581 -1.192 0.058
H -2.741 -2.016 -1.265
H 1.609 2.923 1.456
H 2.633 1.981 0.376
H 2.096 1.278 1.900
H 0.812 2.835 -1.163
H -0.695 2.986 -0.271
H -0.498 1.693 -1.461
H -1.700 0.268 -0.346
H 0.887 -2.569 -0.355
```

Summary:
Energy (eV): -23889.9851
Energy above the lowest of the compared OMol25 structures with the same formula, charge and spin (kJ/mol): 51.9
E_HOMO (eV): -8.369
Spin multiplicity: 1
Lowest unoccupied orbital energy (eV): 0.607
Orbital gap (eV): 8.98

Mulliken atomic charge list, values in e, 6 entries: number 1, C, carries 0.825; number 2, C, carries -0.987; number 3, C, carries -0.085; number 4, C, carries 1.379; number 5, C, carries -1.364; number 6, C, carries -1.599

---

Record 3
ORCA calculation (wB97M-V/def2-TZVPD) on a cluster of 2 separate species, C7H13NO2S in total in a non-equilibrium geometry.

The geometry in XYZ format:
```
24
Properties=species:S:1:pos:R:3
C 0.032 -4.134 -0.016
C -2.315 0.189 -0.842
C -0.254 -2.865 -0.141
C -1.616 -0.080 0.089
C 0.027 0.471 1.719
C 0.450 -1.690 0.459
C -0.682 -0.723 1.032
N -0.271 3.169 -1.163
O 2.065 3.835 -1.733
O 1.699 2.385 0.168
S 1.163 3.630 -0.370
H -0.772 -4.811 -0.474
H 0.773 -4.643 0.681
H 2.710 3.092 -1.650
H -2.818 0.346 -1.814
H -1.092 -2.564 -0.788
H 0.559 1.015 0.946
H -0.662 1.137 2.187
H 0.905 0.228 2.371
H 1.111 -1.045 -0.354
H 1.163 -1.945 1.279
H -1.262 -1.284 1.751
H -0.644 3.995 -1.637
H -0.269 2.294 -1.698
```

Summary:
Energy (eV): -23885.9936
Energy above the lowest of the compared OMol25 structures with the same formula, charge and spin (kJ/mol): 437.0
E_HOMO (eV): -9.545
Spin multiplicity: 1
Lowest unoccupied orbital energy (eV): 0.722
Orbital gap (eV): 10.27

Mulliken atomic charge list, values in e, 6 entries: number 1, C, carries -0.733; number 2, C, carries -0.139; number 3, C, carries -0.160; number 4, C, carries -0.610; number 5, C, carries -1.088; number 6, C, carries -0.318